Record 1
C4H6Cl2NO | ωB97M-V with the def2-TZVPD basis set

Atoms and positions in Å:
C -0.156 -1.007 -0.761
C 0.749 -0.524 0.313
C 0.419 0.746 1.081
N 2.179 -0.919 0.209
O 3.144 -0.056 0.208
C 1.566 -1.619 1.260
Cl 1.406 -3.393 1.042
Cl 1.471 -1.170 3.013
H 0.350 -1.702 -1.502
H -0.674 -0.270 -1.357
H -1.188 -1.530 -0.523
H -0.561 1.184 0.586
H 1.355 1.523 0.967
H 0.290 0.690 2.081

Properties
Spin multiplicity: 1
Energy relative to the best compared isomer or geometry (same formula, charge and spin): 110.3 kJ/mol
Total charge: -1
SMILES: CC1(C)N([O-])C1(Cl)Cl
Orbital gap: 5.72 eV

Charge distribution, Mulliken scheme, values in e: atom 1 (C): -1.53, atom 2 (C): 0.75, atom 3 (C): -1.17, atom 4 (N): -0.11, atom 5 (O): -0.80, atom 6 (C): 0.52, atom 7 (Cl): -0.27, atom 8 (Cl): -0.30, atom 9 (H): 0.35, atom 10 (H): 0.44, atom 11 (H): 0.23, atom 12 (H): 0.27, atom 13 (H): 0.24, atom 14 (H): 0.39

Record 2
C4H6Cl2O | ωB97M-V with the def2-TZVPD basis set

Atoms and positions in Å:
C 1.087 -1.195 -1.542
C 0.540 -0.399 -0.406
C -0.663 0.168 -0.390
Cl -1.724 0.042 -1.747
O -1.336 0.917 0.555
C -0.803 1.312 1.764
Cl -0.596 -0.086 2.882
H 0.843 -2.248 -1.403
H 2.167 -1.097 -1.582
H 0.665 -0.869 -2.487
H 1.160 -0.311 0.474
H 0.185 1.778 1.667
H -1.525 1.990 2.218

Properties
Spin multiplicity: 1
Energy relative to the best compared isomer or geometry (same formula, charge and spin): 63.2 kJ/mol
SMILES: C/C=C(\Cl)OCCl
Orbital gap: 9.97 eV

Charge distribution, Mulliken scheme, values in e: atom 1 (C): -1.25, atom 2 (C): -0.14, atom 3 (C): 0.55, atom 4 (Cl): -0.20, atom 5 (O): -0.36, atom 6 (C): -0.33, atom 7 (Cl): -0.19, atom 8 (H): 0.27, atom 9 (H): 0.32, atom 10 (H): 0.37, atom 11 (H): 0.32, atom 12 (H): 0.33, atom 13 (H): 0.30

Record 3
C4H6Cl2Si | ωB97M-V with the def2-TZVPD basis set

Atoms and positions in Å:
C 2.547 0.184 -1.776
C 1.243 0.131 -1.197
C 0.182 0.025 -0.666
Si -1.554 -0.008 0.282
C -1.483 -0.214 2.253
Cl -2.538 -1.545 -0.454
Cl -2.561 1.664 -0.310
H 2.380 -0.149 -2.791
H 3.194 1.154 -1.673
H 3.106 -0.549 -1.362
H -2.043 0.486 2.686
H -1.929 -1.142 2.474
H -0.543 -0.037 2.532

Properties
Spin multiplicity: 1
Energy relative to the best compared isomer or geometry (same formula, charge and spin): 200.2 kJ/mol
SMILES: CC#C[Si](C)(Cl)Cl
Orbital gap: 10.79 eV

Charge distribution, Mulliken scheme, values in e: atom 1 (C): -1.20, atom 2 (C): 1.00, atom 3 (C): -0.83, atom 4 (Si): 0.72, atom 5 (C): -1.23, atom 6 (Cl): -0.24, atom 7 (Cl): -0.26, atom 8 (H): 0.30, atom 9 (H): 0.26, atom 10 (H): 0.35, atom 11 (H): 0.41, atom 12 (H): 0.33, atom 13 (H): 0.38

Record 4
C4H6Cl3N | ωB97M-V with the def2-TZVPD basis set

Atoms and positions in Å:
C -0.158 2.390 -0.143
C 0.690 1.413 0.176
C 0.448 0.105 -0.420
Cl 1.917 -0.793 -0.968
C -0.386 -1.093 0.510
N -0.542 -2.310 -0.185
Cl -1.946 -0.204 0.639
Cl 0.380 -1.202 2.106
H -0.145 3.288 0.326
H -0.929 2.192 -0.883
H 1.459 1.685 0.895
H -0.244 0.197 -1.348
H -0.557 -3.213 0.354
H 0.013 -2.455 -1.059

Properties
Spin multiplicity: 1
Energy relative to the best compared isomer or geometry (same formula, charge and spin): 24.1 kJ/mol
SMILES: C=C[C@@H](Cl)C(N)(Cl)Cl
Orbital gap: 10.53 eV

Charge distribution, Mulliken scheme, values in e: atom 1 (C): -0.78, atom 2 (C): -0.06, atom 3 (C): -0.42, atom 4 (Cl): -0.19, atom 5 (C): 0.61, atom 6 (N): -0.49, atom 7 (Cl): -0.17, atom 8 (Cl): -0.17, atom 9 (H): 0.32, atom 10 (H): 0.23, atom 11 (H): 0.31, atom 12 (H): 0.34, atom 13 (H): 0.24, atom 14 (H): 0.23

Record 5
C4H6Cl3N3 | ωB97M-V with the def2-TZVPD basis set

Atoms and positions in Å:
C 0.547 0.992 -0.355
C -0.645 1.525 0.024
C 0.914 -0.411 -0.579
C 1.825 -1.040 0.534
N -1.630 0.873 0.766
N -0.313 -1.229 -0.849
N -1.453 -0.367 0.983
Cl -3.307 1.485 0.408
Cl -1.178 -0.483 -2.085
Cl -2.645 -1.488 0.928
H 1.252 1.674 -0.704
H -0.939 2.554 -0.261
H 1.587 -0.664 -1.326
H 2.138 -2.013 0.401
H 1.185 -0.971 1.521
H 2.661 -0.438 0.592

Properties
Spin multiplicity: 1
Energy relative to the best compared isomer or geometry (same formula, charge and spin): 386.7 kJ/mol
Orbital gap (spin up / spin down): 8.54 / 7.48 eV

Charge distribution, Mulliken scheme, values in e: atom 1 (C): -0.36, atom 2 (C): -0.39, atom 3 (C): 0.48, atom 4 (C): -1.39, atom 5 (N): 0.25, atom 6 (N): -0.34, atom 7 (N): -0.26, atom 8 (Cl): -0.08, atom 9 (Cl): -0.05, atom 10 (Cl): 0.01, atom 11 (H): 0.40, atom 12 (H): 0.33, atom 13 (H): 0.36, atom 14 (H): 0.39, atom 15 (H): 0.27, atom 16 (H): 0.40

Record 6
C4H6Cl4N4 | ωB97M-V with the def2-TZVPD basis set

Atoms and positions in Å:
N 0.989 -2.144 1.195
C 0.593 -0.831 0.982
Cl 1.340 0.393 2.344
N -0.696 -0.671 1.479
C -1.486 0.022 0.796
Cl -3.036 0.265 1.497
C -1.367 0.344 -0.616
Cl -2.318 1.506 -1.425
C 0.232 0.754 -0.831
N 0.399 1.004 -2.169
Cl 0.354 2.427 0.110
N 0.929 -0.333 -0.290
H 1.951 -2.470 0.990
H 0.471 -2.530 2.042
H -1.329 -0.548 -1.147
H -0.337 1.636 -2.400
H 1.352 1.362 -2.274
H 1.958 -0.185 -0.285

Properties
Spin multiplicity: 1
Energy relative to the best compared isomer or geometry (same formula, charge and spin): 27.6 kJ/mol
SMILES: N[C@]1(Cl)N=C(Cl)[C@@H](Cl)[C@@](N)(Cl)N1
Orbital gap: 9.95 eV

Charge distribution, Mulliken scheme, values in e: atom 1 (N): -0.48, atom 2 (C): 0.58, atom 3 (Cl): -0.26, atom 4 (N): -0.59, atom 5 (C): 0.42, atom 6 (Cl): -0.17, atom 7 (C): -0.27, atom 8 (Cl): -0.13, atom 9 (C): 0.01, atom 10 (N): -0.50, atom 11 (Cl): -0.17, atom 12 (N): -0.34, atom 13 (H): 0.23, atom 14 (H): 0.28, atom 15 (H): 0.43, atom 16 (H): 0.27, atom 17 (H): 0.30, atom 18 (H): 0.38

Record 7
C4H6ClF | ωB97M-V with the def2-TZVPD basis set

Atoms and positions in Å:
C 1.669 -0.904 -0.277
C 0.617 -0.213 -0.806
C -0.078 0.814 -0.020
F -0.458 1.919 -0.835
C -1.287 0.266 0.754
Cl -2.255 -0.584 -0.600
H 2.128 -1.796 -0.633
H 1.945 -0.598 0.732
H 0.155 -0.584 -1.673
H 0.548 1.244 0.737
H -1.993 1.030 1.177
H -0.993 -0.593 1.445

Properties
Spin multiplicity: 1
Energy relative to the best compared isomer or geometry (same formula, charge and spin): 69.2 kJ/mol
SMILES: C=C[C@@H](F)CCl
Orbital gap: 11.21 eV

Charge distribution, Mulliken scheme, values in e: atom 1 (C): -0.76, atom 2 (C): -0.09, atom 3 (C): 0.01, atom 4 (F): -0.33, atom 5 (C): -0.43, atom 6 (Cl): -0.22, atom 7 (H): 0.30, atom 8 (H): 0.21, atom 9 (H): 0.37, atom 10 (H): 0.30, atom 11 (H): 0.34, atom 12 (H): 0.29

Record 8
C4H6ClF | ωB97M-V with the def2-TZVPD basis set

Atoms and positions in Å:
C 1.429 -0.063 -0.555
C 0.545 0.197 0.634
C -0.861 0.511 0.138
Cl -1.269 2.240 -0.090
C -1.732 -0.538 0.062
F -3.037 -0.605 -0.164
H 1.011 -0.983 -1.065
H 2.497 -0.187 -0.180
H 1.291 0.752 -1.280
H 0.518 -0.825 1.258
H 0.873 1.001 1.350
H -1.267 -1.501 -0.106

Properties
Spin multiplicity: 1
Energy relative to the best compared isomer or geometry (same formula, charge and spin): 95.3 kJ/mol
SMILES: CC/C(Cl)=C/F
Orbital gap: 10.12 eV

Charge distribution, Mulliken scheme, values in e: atom 1 (C): -0.84, atom 2 (C): -0.52, atom 3 (C): 0.25, atom 4 (Cl): -0.19, atom 5 (C): -0.13, atom 6 (F): -0.23, atom 7 (H): 0.26, atom 8 (H): 0.28, atom 9 (H): 0.29, atom 10 (H): 0.24, atom 11 (H): 0.34, atom 12 (H): 0.25

Number 1: total energy -1206.2763 hartree. Number 2: total energy -1151.6048 hartree. Number 3: total energy -1365.9239 hartree. Number 4: total energy -1591.3006 hartree. Number 5: total energy -1700.5817 hartree. Number 6: total energy -2215.7920 hartree. Number 7: total energy -716.0247 hartree. Number 8: total energy -716.0148 hartree.